Below is a molecular structure, C12H18N6OPdS2, with properties calculated with ωB97M-V/def2-TZVPD.

Relative energy (zero: lowest compared OMol25 entry of this formula, charge and spin) = 96.6 kJ/mol
HOMO = -5.98 eV

ORCA input file:
```
! wB97M-V def2-TZVPD RIJCOSX def2/J DEFGRID3
* xyz 0 1
Pd -0.546 0.658 0.008
C 4.129 2.350 -2.875
C 2.721 2.791 -2.745
N 2.225 3.857 -3.282
N 0.911 3.851 -2.891
C 0.569 2.801 -2.122
S -0.902 2.440 -1.421
N 1.759 2.108 -2.034
N 1.877 0.912 -1.360
H 4.659 3.079 -3.482
H 4.200 1.373 -3.353
H 4.610 2.281 -1.898
H 0.292 4.590 -3.171
H 2.353 1.011 -0.474
H 2.278 0.197 -1.951
N 0.207 2.419 2.458
C -0.099 1.168 2.897
N -0.376 0.183 2.095
C -0.620 -0.977 2.826
C -0.988 -2.201 2.277
C -1.206 -3.268 3.128
C -1.068 -3.135 4.513
C -0.718 -1.917 5.069
C -0.500 -0.849 4.212
S -0.072 0.797 4.601
H -0.076 2.548 1.482
H 0.025 3.180 3.092
H -1.124 -2.284 1.207
H -1.498 -4.225 2.716
H -1.246 -3.986 5.156
H -0.621 -1.803 6.141
C -2.905 -2.752 -2.838
C -2.246 -1.600 -2.109
O -1.474 -2.035 -0.993
H -3.479 -2.387 -3.691
H -3.579 -3.295 -2.175
H -2.160 -3.455 -3.218
H -2.989 -0.920 -1.690
H -1.625 -1.001 -2.784
H -0.700 -2.504 -1.320
*
```

Need the Löwdin charges? In units of e they are: number 1, Pd, carries 0.10; number 2, C, carries -0.01; number 3, C, carries -0.35; number 4, N, carries 0.11; number 5, N, carries 0.01; number 6, C, carries -0.76; number 7, S, carries 0.58; number 8, N, carries -0.11; number 9, N, carries 0.07; number 10, H, carries 0.08; number 11, H, carries 0.08; number 12, H, carries 0.08; number 13, H, carries 0.15; number 14, H, carries 0.10; number 15, H, carries 0.10; number 16, N, carries 0.07; number 17, C, carries -0.71; number 18, N, carries -0.03; number 19, C, carries -0.30; number 20, C, carries -0.01; number 21, C, carries -0.09; number 22, C, carries -0.10; number 23, C, carries -0.10; number 24, C, carries -0.48; number 25, S, carries 1.07; number 26, H, carries 0.03; number 27, H, carries 0.09; number 28, H, carries 0.08; number 29, H, carries 0.10; number 30, H, carries 0.10; number 31, H, carries 0.10; number 32, C, carries -0.09; number 33, C, carries -0.33; number 34, O, carries -0.14; number 35, H, carries 0.07; number 36, H, carries 0.07; number 37, H, carries 0.07; number 38, H, carries 0.11; number 39, H, carries 0.10; number 40, H, carries 0.08

Below is 4 unconnected molecules or ions with the total composition C39H82N11O4P3 in a non-equilibrium geometry, with properties calculated with ωB97M-V/def2-TZVPD.

Structure (SMILES) = C#Cc1cc(COCCC)c2ncc(CCCCCCC)nc2c1.CN(C)P(=O)(N(C)C)N(C)C.CN(C)P(=O)(N(C)C)N(C)C.CN(C)P(=O)(N(C)C)N(C)C
HOMO = -7.54 eV

ORCA input file:
```
! wB97M-V def2-TZVPD RIJCOSX def2/J DEFGRID3
* xyz 0 1
C 2.043 -8.305 8.082
C 0.739 -7.954 7.620
C -0.524 -7.321 6.723
C -0.326 -6.993 5.096
C -1.630 -6.357 4.333
C -1.489 -5.988 2.710
O -0.539 -4.896 2.444
C -1.007 -3.606 2.972
C -2.293 -2.959 2.176
C -3.032 -1.923 3.262
C -3.079 -6.030 5.083
N -4.173 -5.463 4.223
C -5.422 -5.160 5.001
C -5.545 -5.437 6.599
C -6.985 -4.998 7.323
C -7.600 -3.585 6.690
C -8.928 -3.809 5.751
C -8.744 -3.310 4.191
C -9.346 -4.369 3.074
C -8.219 -5.383 2.436
C -6.975 -4.635 1.674
N -4.504 -6.046 7.495
C -3.278 -6.322 6.671
C -1.973 -6.996 7.469
H 3.164 -8.703 8.186
H 0.723 -7.229 4.594
H -2.522 -5.816 2.187
H -1.026 -6.965 2.206
H -1.269 -3.600 4.113
H -0.113 -2.830 2.835
H -3.036 -3.747 1.727
H -1.846 -2.260 1.320
H -3.975 -1.391 2.812
H -2.243 -1.104 3.601
H -3.274 -2.565 4.236
H -6.340 -4.708 4.434
H -7.785 -5.832 7.105
H -6.865 -4.863 8.497
H -7.909 -2.888 7.595
H -6.812 -2.978 6.063
H -9.290 -4.947 5.750
H -9.850 -3.207 6.212
H -9.381 -2.306 4.082
H -7.623 -2.983 3.947
H -10.257 -4.990 3.532
H -9.819 -3.781 2.153
H -7.816 -6.044 3.336
H -8.699 -6.143 1.655
H -6.316 -5.466 1.176
H -6.291 -3.985 2.378
H -7.327 -3.898 0.802
H -2.048 -7.269 8.626
C 0.881 0.372 -1.950
N -0.349 -0.231 -1.479
C -0.121 -1.659 -1.233
P -1.970 0.173 -1.830
O -2.379 -0.048 -0.353
N -2.232 1.866 -1.710
C -1.283 2.735 -1.026
C -3.583 2.217 -1.258
N -1.499 0.427 -3.528
C -1.348 -0.761 -4.352
C -1.152 1.656 -4.213
H 1.140 0.062 -2.968
H 1.722 0.092 -1.305
H 0.867 1.457 -1.919
H 0.037 -2.198 -2.171
H -0.972 -2.119 -0.724
H 0.748 -1.817 -0.586
H -0.958 2.315 -0.067
H -1.702 3.729 -0.834
H -0.418 2.929 -1.657
H -3.688 2.127 -0.168
H -4.326 1.565 -1.725
H -3.836 3.242 -1.545
H -0.293 -1.000 -4.516
H -1.834 -0.640 -5.328
H -1.820 -1.628 -3.877
H -0.185 2.046 -3.887
H -1.911 2.432 -4.082
H -1.078 1.512 -5.298
C 5.354 2.138 3.027
N 4.800 1.591 1.805
C 4.310 0.234 2.065
P 5.233 1.885 0.181
O 3.745 1.910 -0.246
N 5.409 3.566 -0.125
C 4.874 4.565 0.791
C 5.039 3.952 -1.492
N 6.944 1.856 0.671
C 7.550 0.549 0.864
C 7.827 2.959 0.998
H 6.301 1.665 3.309
H 4.662 1.996 3.865
H 5.510 3.212 2.986
H 5.139 -0.454 2.251
H 3.738 -0.155 1.218
H 3.635 0.213 2.928
H 3.854 4.325 1.111
H 4.861 5.565 0.344
H 5.520 4.671 1.661
H 3.951 4.048 -1.612
H 5.395 3.210 -2.211
H 5.501 4.905 -1.766
H 7.658 0.314 1.928
H 8.537 0.488 0.391
H 6.938 -0.235 0.407
H 7.562 3.425 1.950
H 7.839 3.725 0.217
H 8.870 2.633 1.092
C 4.531 6.506 -8.432
N 3.256 5.864 -8.186
C 2.225 6.517 -8.999
P 2.666 5.107 -6.775
O 2.035 3.967 -7.611
N 3.834 4.044 -6.101
C 4.987 3.594 -6.871
C 3.246 2.877 -5.432
N 3.392 6.418 -5.814
C 2.659 7.672 -5.756
C 4.671 6.461 -5.133
H 4.587 7.511 -8.002
H 4.715 6.606 -9.508
H 5.378 5.933 -8.066
H 2.027 7.531 -8.640
H 1.282 5.964 -8.971
H 2.522 6.568 -10.052
H 4.708 3.285 -7.885
H 5.498 2.753 -6.391
H 5.745 4.373 -6.917
H 2.955 2.097 -6.149
H 2.357 3.166 -4.867
H 3.949 2.442 -4.716
H 3.119 8.431 -6.396
H 2.609 8.062 -4.733
H 1.625 7.535 -6.087
H 5.506 6.514 -5.835
H 4.816 5.602 -4.471
H 4.757 7.339 -4.481
*
```

Atom charges from the Löwdin analysis, given in e for atoms 1 to 99: number 1, C, carries 0.03; number 2, C, carries -0.09; number 3, C, carries -0.16; number 4, C, carries 0.04; number 5, C, carries -0.04; number 6, C, carries -0.18; number 7, O, carries -0.21; number 8, C, carries -0.22; number 9, C, carries -0.20; number 10, C, carries -0.14; number 11, C, carries -0.10; number 12, N, carries 0.06; number 13, C, carries -0.01; number 14, C, carries -0.13; number 15, C, carries -0.14; number 16, C, carries -0.21; number 17, C, carries -0.22; number 18, C, carries -0.22; number 19, C, carries -0.23; number 20, C, carries -0.27; number 21, C, carries -0.15; number 22, N, carries 0.08; number 23, C, carries -0.14; number 24, C, carries 0.03; number 25, H, carries 0.06; number 26, H, carries 0.12; number 27, H, carries 0.11; number 28, H, carries 0.14; number 29, H, carries 0.11; number 30, H, carries 0.14; number 31, H, carries 0.10; number 32, H, carries 0.09; number 33, H, carries 0.08; number 34, H, carries 0.09; number 35, H, carries 0.06; number 36, H, carries 0.07; number 37, H, carries 0.11; number 38, H, carries 0.12; number 39, H, carries 0.11; number 40, H, carries 0.10; number 41, H, carries 0.11; number 42, H, carries 0.12; number 43, H, carries 0.11; number 44, H, carries 0.10; number 45, H, carries 0.12; number 46, H, carries 0.11; number 47, H, carries 0.10; number 48, H, carries 0.12; number 49, H, carries 0.08; number 50, H, carries 0.05; number 51, H, carries 0.09; number 52, H, carries 0.11; number 53, C, carries -0.12; number 54, N, carries -0.30; number 55, C, carries -0.13; number 56, P, carries 0.76; number 57, O, carries -0.32; number 58, N, carries -0.36; number 59, C, carries -0.13; number 60, C, carries -0.16; number 61, N, carries -0.31; number 62, C, carries -0.14; number 63, C, carries -0.11; number 64, H, carries 0.07; number 65, H, carries 0.08; number 66, H, carries 0.05; number 67, H, carries 0.07; number 68, H, carries 0.05; number 69, H, carries 0.08; number 70, H, carries 0.09; number 71, H, carries 0.08; number 72, H, carries 0.05; number 73, H, carries 0.08; number 74, H, carries 0.07; number 75, H, carries 0.08; number 76, H, carries 0.08; number 77, H, carries 0.08; number 78, H, carries 0.07; number 79, H, carries 0.06; number 80, H, carries 0.08; number 81, H, carries 0.08; number 82, C, carries -0.12; number 83, N, carries -0.31; number 84, C, carries -0.13; number 85, P, carries 0.76; number 86, O, carries -0.31; number 87, N, carries -0.36; number 88, C, carries -0.13; number 89, C, carries -0.16; number 90, N, carries -0.31; number 91, C, carries -0.14; number 92, C, carries -0.12; number 93, H, carries 0.07; number 94, H, carries 0.09; number 95, H, carries 0.05; number 96, H, carries 0.07; number 97, H, carries 0.07; number 98, H, carries 0.08; number 99, H, carries 0.09

We obtain total energy values of -48873.873 -94189.997 eV for the records listed above, in that order.
We obtain LUMO level values of 0.0150 -0.0446 hartree for the records listed above, in that order.